Entry from OMol25: a structure of composition C32H37AsBrCl2CuN3O2Si2 (wB97M-V/def2-TZVPD).

```
81
Properties=species:S:1:pos:R:3:mulliken_charge:R:1
Cu 0.038 0.012 -0.278 -0.50
Br -1.840 -4.804 -5.333 -0.18
C -1.636 -3.251 -4.277 -0.24
C -1.910 -2.010 -4.832 -0.79
C -1.753 -0.868 -4.065 -0.47
C -1.334 -0.970 -2.741 0.04
C -1.044 -2.220 -2.206 -0.44
C -1.199 -3.365 -2.968 -0.73
N -1.108 0.156 -1.911 2.97
C -1.643 1.286 -2.145 -0.33
C -1.327 2.440 -1.293 -0.13
C -1.985 3.650 -1.454 -0.88
C -1.660 4.696 -0.603 -0.55
C -0.699 4.490 0.371 -0.83
C -0.093 3.242 0.459 -0.59
N -0.393 2.245 -0.358 0.67
H -2.226 -1.936 -5.863 0.51
H -1.920 0.097 -4.523 0.34
H -0.696 -2.285 -1.180 0.04
H -0.974 -4.336 -2.548 0.54
H -2.355 1.436 -2.955 0.28
H -2.738 3.763 -2.223 0.51
H -2.154 5.654 -0.697 0.46
H -0.418 5.276 1.058 0.45
H 0.657 3.035 1.213 0.48
Cl 3.015 -3.956 0.043 -0.25
C 4.379 -3.108 -0.621 0.96
C 5.638 -3.442 -0.172 -0.68
C 6.748 -2.795 -0.691 -0.56
C 6.572 -1.845 -1.678 -0.66
C 5.301 -1.528 -2.131 0.48
Cl 5.196 -0.383 -3.441 -0.21
C 4.151 -2.117 -1.592 -0.42
N 2.855 -1.841 -1.998 0.25
C 2.399 -0.564 -2.447 -0.51
C 1.761 -0.504 -3.679 -0.70
C 1.325 0.706 -4.193 -0.75
C 1.525 1.869 -3.465 -1.04
C 2.134 1.804 -2.221 -0.73
C 2.571 0.597 -1.679 2.10
C 3.268 0.576 -0.347 -1.73
C 2.756 -0.419 0.714 0.61
O 3.557 -0.851 1.526 -0.72
O 1.495 -0.701 0.722 0.18
H 5.736 -4.198 0.594 0.42
H 7.739 -3.038 -0.336 0.38
H 7.417 -1.340 -2.125 0.43
H 2.165 -2.352 -1.464 -0.10
H 1.649 -1.422 -4.242 0.53
H 0.855 0.739 -5.168 0.47
H 1.214 2.827 -3.865 0.47
H 2.284 2.713 -1.650 0.46
H 3.191 1.569 0.105 0.46
H 4.335 0.380 -0.472 0.33
C -3.976 -2.849 0.052 -0.91
Si -3.865 -1.072 0.653 0.43
C -5.083 -0.836 2.061 -1.14
C -4.425 0.052 -0.752 -0.80
As -1.772 -0.337 1.443 -0.22
Si -1.009 -2.287 2.542 0.55
C 0.401 -1.815 3.670 -1.00
C -0.445 -3.561 1.290 -0.10
C -2.401 -2.991 3.596 -1.16
H -4.998 -3.060 -0.275 0.44
H -3.726 -3.560 0.840 0.25
H -3.313 -3.033 -0.793 0.17
H -6.088 -1.111 1.729 0.34
H -5.106 0.207 2.383 0.30
H -4.833 -1.449 2.928 0.30
H -5.496 -0.088 -0.923 0.47
H -3.912 -0.171 -1.689 0.03
H -4.262 1.104 -0.502 0.23
H 1.272 -1.513 3.089 0.16
H 0.678 -2.673 4.290 0.33
H 0.117 -0.998 4.337 0.29
H 0.394 -3.145 0.731 -0.77
H -1.241 -3.842 0.597 0.17
H -0.103 -4.467 1.798 0.59
H -2.789 -2.250 4.297 0.29
H -2.009 -3.827 4.182 0.37
H -3.235 -3.366 3.002 0.29
```

As for the spin multiplicity: 2. The calculation puts the orbital gap (alpha / beta) at 6.244 / 6.209 eV. As for the highest occupied orbital energy (alpha / beta): -7.51 / -7.70 eV. For the energy relative to the best compared isomer or geometry (same formula, charge and spin), the calculation gives 23.15 kJ/mol.